ORCA calculation (ωB97M-V/def2-TZVPD) on C14H20BrNO as an isolated structure at a distorted geometry.

Geometry (Å):
1 C 3.617 1.064 2.040
2 H 4.531 1.345 1.589
3 H 3.599 0.274 2.687
4 C 2.767 0.603 0.798
5 C 2.721 1.794 -0.412
6 C 1.836 1.128 -1.327
7 C 0.496 0.765 -0.605
8 N 0.548 -0.260 0.160
9 C 0.785 -1.651 -0.223
10 C -0.557 -2.448 0.126
11 O -1.540 -2.470 -0.820
12 C -2.354 -1.348 -0.716
13 C -2.460 -0.176 0.404
14 C -3.496 0.505 0.566
15 C -4.385 0.736 -0.556
16 C -4.357 -0.179 -1.383
17 C -3.458 -0.992 -1.513
18 H -3.381 -1.802 -2.334
19 H -5.269 -0.156 -2.390
20 Br -5.750 1.971 -0.215
21 H -3.410 1.293 1.308
22 H -1.641 -0.567 1.375
23 H -0.284 -3.677 0.006
24 H -0.844 -2.464 1.320
25 H 1.564 -2.201 0.152
26 H 0.875 -1.713 -1.223
27 C 1.415 0.397 1.362
28 H 1.392 -0.677 2.040
29 H 1.014 1.119 1.867
30 H -0.283 0.313 -1.499
31 H -0.076 1.502 -0.479
32 H 2.280 0.229 -1.979
33 H 1.604 1.782 -2.172
34 H 3.730 1.929 -0.701
35 H 2.330 2.572 0.124
36 H 3.195 -0.551 0.400
37 H 3.245 2.012 2.220

Summary:
HOMO-LUMO gap: 8.559 eV
F_max: 18.78 eV/Å
energy above the lowest of the compared OMol25 structures with the same formula, charge and spin: 331.0 kcal per mole
total charge: 0
HOMO: -0.2896 Eh

=====

ORCA calculation (ωB97M-V/def2-TZVPD) on C10H15N3OPRhS2 as an isolated structure at a distorted geometry.

Geometry (Å):
1 Rh 0.351 -0.452 -0.137
2 S 0.216 -0.984 2.290
3 C -1.129 -2.009 2.347
4 C -1.363 -2.632 3.597
5 N -1.493 -3.147 4.609
6 C -1.971 -2.295 1.263
7 S -1.709 -1.808 -0.337
8 C -3.113 -3.100 1.503
9 N -4.026 -3.750 1.720
10 O -0.360 1.299 -2.098
11 N -0.238 1.023 -0.991
12 C 2.893 0.361 -3.296
13 C 3.255 0.867 -1.905
14 P 2.687 -0.198 -0.522
15 C 3.412 0.439 1.043
16 C 2.777 1.741 1.510
17 C 3.259 -1.923 -0.774
18 C 2.270 -2.901 -0.133
19 H 3.163 1.126 -4.025
20 H 1.825 0.168 -3.398
21 H 3.438 -0.544 -3.558
22 H 2.855 1.874 -1.740
23 H 4.348 0.918 -1.798
24 H 4.478 0.591 0.838
25 H 3.318 -0.337 1.808
26 H 2.959 2.549 0.807
27 H 3.213 2.036 2.462
28 H 1.701 1.632 1.657
29 H 4.255 -2.042 -0.337
30 H 3.327 -2.107 -1.847
31 H 2.322 -2.870 0.955
32 H 2.486 -3.922 -0.450
33 H 1.231 -2.675 -0.462

Summary:
HOMO-LUMO gap (alpha / beta): 5.723 / 5.798 eV
F_max: 3.96 eV/Å
energy above the lowest of the compared OMol25 structures with the same formula, charge and spin: 22.1 kcal per mole
total charge: +2
HOMO (alpha / beta): -0.6234 / -0.6278 Eh